Formula: C4H12S2
Source: OMol25
Level of theory: ωB97M-V with the def2-TZVPD basis set

```
18
Properties=species:S:1:pos:R:3:mulliken_charge:R:1
S -0.389 -3.073 1.011 -0.032
S 0.958 -2.437 2.474 -0.193
C -1.846 -2.136 1.576 -0.682
C -0.606 1.687 -1.234 -1.224
C 0.674 0.902 -1.526 -0.144
C 1.882 1.319 -0.690 -1.028
H 1.542 1.878 0.184 0.310
H -2.713 -2.569 1.081 0.293
H 0.689 -1.130 2.376 0.138
H -1.714 -1.120 1.216 0.143
H 2.411 0.444 -0.311 0.275
H -0.480 2.759 -1.340 0.360
H 2.563 1.944 -1.262 0.303
H -1.410 1.315 -1.876 0.338
H 0.497 -0.174 -1.503 0.257
H 0.834 1.024 -2.609 0.273
H -0.970 1.483 -0.223 0.287
H -1.921 -2.115 2.655 0.326
```

Output
* ΔE to the lowest compared entry with this formula, charge and spin: 0.342 eV
* HOMO energy: -8.627 eV
* electronic energy: -26012.775 eV
* LUMO: 0.49 eV
* SMILES: CCC.CSS


Formula: C33H57IN2NiO2Si
Source: OMol25
Level of theory: ωB97M-V with the def2-TZVPD basis set

```
97
Properties=species:S:1:pos:R:3:mulliken_spin:R:1
I -0.486 -1.802 1.716 0.046
Ni 0.102 0.467 1.055 1.748
Si 0.465 2.178 -1.798 -0.018
O 0.464 -2.726 -1.637 0.021
O -1.103 -1.906 -3.430 -0.027
N -1.309 1.545 1.927 0.049
N 1.512 1.184 2.249 -0.043
C -3.581 0.813 1.329 0.002
C 1.849 -2.778 -2.182 0.005
C 0.285 0.505 -0.928 0.151
C -2.579 1.041 2.298 0.000
C -0.989 -2.057 -5.872 0.001
C 1.776 -0.189 4.790 0.006
C 1.441 2.464 2.626 0.017
C 4.983 -1.104 2.999 0.009
C -0.643 -1.255 -4.640 0.006
C 4.818 -0.474 1.764 -0.007
C -4.830 0.361 1.752 -0.010
C 3.678 0.283 1.494 -0.039
C -2.516 -1.772 -3.136 -0.001
C -2.072 3.862 1.879 0.004
C -0.155 -4.944 -2.575 0.000
C -1.243 2.641 -2.448 0.008
C 2.670 0.383 2.485 0.056
C 3.589 0.990 0.181 0.007
C -4.077 0.303 4.044 -0.007
C -0.997 2.836 2.087 0.017
C 3.990 -0.996 3.975 -0.007
C 0.290 3.250 2.454 0.025
C 1.072 3.670 -0.809 0.013
C -5.081 0.102 3.100 0.009
C 2.790 -3.411 -1.191 0.000
C -3.281 -3.009 -3.531 0.000
C -1.754 1.012 4.683 0.001
C 1.709 1.931 -3.193 0.016
C -0.133 -4.075 -1.354 -0.001
C -2.825 0.779 3.664 0.004
C -3.346 1.120 -0.115 0.004
C 2.660 3.115 3.211 0.000
C 2.830 -0.261 3.732 -0.005
H 1.370 0.823 4.900 0.000
H 5.891 -1.675 3.204 0.001
H -2.880 3.746 2.614 -0.001
H -0.406 -1.666 -6.711 0.000
H -2.301 0.965 -0.411 -0.002
H -1.127 -3.836 -0.963 -0.002
H -6.061 -0.263 3.412 0.001
H -1.158 3.383 -3.258 0.001
H -2.516 3.797 0.873 0.000
H -1.572 2.082 4.853 0.001
H 3.058 2.556 4.070 -0.001
H 1.145 -0.171 -1.075 -0.067
H 0.944 -0.871 4.575 0.000
H -2.062 0.569 5.636 0.000
H -3.973 0.476 -0.746 0.000
H 1.907 3.451 -0.130 -0.001
H -1.871 3.080 -1.656 0.000
H -2.879 -0.892 -3.692 0.000
H 0.846 -5.305 -2.841 0.000
H 3.463 3.216 2.463 -0.001
H 1.997 2.893 -3.641 0.002
H 3.794 -3.393 -1.635 0.000
H 1.287 1.286 -3.979 -0.001
H -0.604 -4.455 -3.452 0.000
H 2.396 4.124 3.546 0.000
H -0.764 -5.818 -2.328 0.000
H 2.746 1.685 0.149 0.006
H 5.594 -0.541 0.998 0.000
H -1.637 4.860 1.999 0.000
H -0.590 -0.077 -1.266 0.011
H 2.090 -1.736 -2.407 -0.002
H 2.207 -0.482 5.755 0.001
H 2.821 -2.864 -0.238 -0.001
H -4.248 0.109 5.107 0.000
H 2.526 -4.456 -0.990 0.000
H 0.400 4.306 2.693 -0.001
H 0.436 -1.118 -4.518 0.001
H 0.265 4.112 -0.207 -0.003
H -1.757 1.751 -2.844 -0.002
H -2.596 -1.560 -2.063 0.002
H 4.511 1.559 -0.010 0.001
H 2.621 1.452 -2.804 -0.002
H -0.164 -2.277 -2.352 -0.006
H -0.745 -3.122 -5.761 0.000
H -2.910 -3.906 -3.022 0.000
H -1.116 -0.261 -4.680 0.001
H 4.106 -1.474 4.950 0.000
H 1.794 -3.346 -3.121 0.001
H -0.803 0.554 4.388 0.002
H 0.489 -4.471 -0.547 0.000
H 1.424 4.443 -1.515 0.000
H -3.618 2.160 -0.350 0.001
H -2.051 -1.957 -6.115 0.000
H -5.613 0.229 1.002 0.000
H -3.228 -3.164 -4.613 0.000
H -4.329 -2.870 -3.249 0.000
H 3.475 0.281 -0.650 -0.001
```

Output
* <S²>: 2.01
* HOMO energy (spin up / spin down): -6.308 / -6.791 eV
* electronic energy: -99242.370 eV
* multiplicity: 3
* LUMO (spin up / spin down): 0.08 / 0.08 eV